1 | {"formula": "C5H9IN2", "method": "ωB97M-V/def2-TZVPD", "e_homo_ha": [-0.2837, -0.2836], "orbital_gap_ev": [7.74, 7.74], "symbols": ["C", "C", "C", "C", "C", "N", "N", "I", "H", "H", "H", "H", "H", "H", "H", "H", "H"], "coordinates": [[-0.552, -0.919, -0.590], [0.358, 1.146, 1.150], [1.012, 0.581, 2.373], [-0.071, -1.386, -2.911], [-1.033, 0.871, 0.906], [1.084, 1.819, 0.347], [-0.291, -0.616, -1.725], [-2.313, -0.012, 2.313], [-0.756, -1.761, 0.047], [2.089, 0.684, 2.285], [0.675, 1.127, 3.252], [0.749, -0.466, 2.502], [-0.394, -0.793, -3.764], [-0.607, -2.337, -2.885], [0.998, -1.582, -3.000], [-1.556, 1.468, 0.177], [0.608, 2.178, -0.476]], "nbo_charge": [0.285, 0.193, -0.665, -0.429, -0.471, -0.662, -0.416, 0.125, 0.178, 0.237, 0.227, 0.213, 0.217, 0.196, 0.224, 0.217, 0.330]}



2 | {"formula": "C5H9IN2", "method": "ωB97M-V/def2-TZVPD", "e_homo_ha": -0.3063, "smiles": "CC1=NN(I)[C@H](C)C1", "orbital_gap_ev": 8.52, "symbols": ["C", "C", "N", "N", "I", "C", "C", "C", "H", "H", "H", "H", "H", "H", "H", "H", "H"], "coordinates": [[-1.183, -2.428, 0.025], [-0.188, -1.249, -0.087], [1.033, -1.274, 0.243], [1.518, 0.052, 0.360], [3.471, 0.196, -0.068], [0.547, 0.918, -0.352], [0.547, 2.293, 0.268], [-0.726, 0.148, -0.231], [-1.755, -2.654, -0.923], [-1.987, -2.070, 0.766], [-0.932, -3.409, 0.411], [0.907, 0.939, -1.476], [1.494, 2.692, 0.527], [0.024, 2.132, 1.247], [-0.076, 2.951, -0.293], [-1.508, 0.269, -1.085], [-1.184, 0.495, 0.669]], "nbo_charge": [-0.653, 0.228, -0.249, -0.443, 0.320, -0.067, -0.610, -0.483, 0.224, 0.217, 0.240, 0.178, 0.228, 0.201, 0.215, 0.234, 0.218]}



Of them, 1 has the lowest stability.



1 | {"formula": "C3H9NOS", "method": "ωB97M-V/def2-TZVPD", "e_homo_ha": [-0.3210, -0.3193], "orbital_gap_ev": [7.42, 8.82], "symbols": ["C", "C", "C", "N", "O", "S", "H", "H", "H", "H", "H", "H", "H", "H", "H"], "coordinates": [[0.230, -1.421, -2.004], [-0.190, 2.785, 1.692], [-0.696, -0.896, -0.965], [1.469, -0.569, 0.735], [-0.721, -1.079, 1.782], [-0.103, -0.339, 0.729], [1.005, -2.178, -1.752], [-0.374, -1.893, -2.751], [0.818, -0.524, -2.392], [-0.975, 3.117, 0.959], [0.916, 3.064, 1.461], [-0.482, 2.346, 2.703], [-1.313, -1.679, -0.538], [-1.436, -0.181, -1.355], [1.853, -0.553, 1.696]], "nbo_charge": [-0.628, -0.560, -0.577, -0.968, -0.937, 1.591, 0.239, 0.224, 0.222, 0.176, 0.185, 0.188, 0.234, 0.237, 0.375]}



2 | {"formula": "C3H9NOS", "method": "ωB97M-V/def2-TZVPD", "e_homo_ha": -0.3210, "orbital_gap_ev": 4.17, "symbols": ["C", "C", "S", "N", "C", "O", "H", "H", "H", "H", "H", "H", "H", "H", "H"], "coordinates": [[0.125, -1.310, -1.254], [-0.247, 0.193, -1.334], [-1.946, 0.623, -1.083], [-1.320, 1.742, 1.834], [-0.349, 0.944, 1.822], [1.691, -0.629, 1.041], [-0.045, -1.803, -2.214], [-0.532, -1.711, -0.491], [0.376, 0.600, -0.512], [-0.053, 0.600, -2.326], [-1.794, 1.761, 0.894], [1.173, -1.387, -0.996], [0.679, 1.214, 2.123], [-0.415, -0.085, 1.463], [2.658, -0.752, 1.034]], "nbo_charge": [-0.603, -0.636, 0.208, -0.527, 0.046, -0.972, 0.204, 0.215, 0.320, 0.251, 0.351, 0.261, 0.239, 0.212, 0.432]}



Of them, 2 has the lowest stability.



1 | {"formula": "C3H10N5", "method": "ωB97M-V/def2-TZVPD", "e_homo_ha": -0.5006, "total_charge": 1, "orbital_gap_ev": 9.42, "symbols": ["C", "C", "C", "N", "N", "N", "N", "N", "H", "H", "H", "H", "H", "H", "H", "H", "H", "H"], "coordinates": [[-0.289, -0.176, 2.557], [2.047, 1.037, -0.800], [0.218, -0.589, -0.890], [-3.126, -0.189, -1.160], [0.497, -0.768, 1.807], [-1.940, 0.153, -1.070], [-1.042, -0.893, -0.898], [0.709, 0.609, -0.848], [-0.432, -0.578, 3.694], [-0.805, 0.680, 2.376], [2.651, 0.029, -0.845], [2.321, 1.651, -1.763], [2.336, 1.620, 0.142], [0.929, -1.344, -0.843], [-3.737, 0.623, -1.310], [-1.313, -1.678, -1.477], [1.023, -1.539, 2.268], [-0.045, 1.352, -0.941]], "nbo_charge": [0.009, -0.431, 0.432, -0.278, -0.671, -0.026, -0.414, -0.482, 0.153, 0.164, 0.221, 0.246, 0.252, 0.232, 0.368, 0.423, 0.367, 0.435]}



2 | {"formula": "C3H10N5", "method": "ωB97M-V/def2-TZVPD", "e_homo_ha": -0.5014, "total_charge": 1, "smiles": "[H]/N=C/[C@H](N)NC(N)=[NH2+]", "orbital_gap_ev": 10.79, "symbols": ["H", "N", "C", "C", "N", "N", "C", "N", "N", "H", "H", "H", "H", "H", "H", "H", "H", "H"], "coordinates": [[1.924, 1.078, 2.400], [1.454, 0.537, 1.706], [1.815, 0.661, 0.507], [1.109, -0.160, -0.673], [0.567, 0.949, -1.511], [0.048, -1.021, -0.162], [-1.158, -0.534, 0.076], [-1.634, 0.659, -0.134], [-1.954, -1.441, 0.684], [2.529, 1.445, 0.249], [1.811, -0.834, -1.103], [1.392, 1.424, -1.861], [-0.064, 0.474, -2.276], [0.158, -1.827, 0.399], [-1.055, 1.477, -0.252], [-2.478, 0.812, 0.355], [-2.952, -1.374, 0.770], [-1.512, -2.326, 0.827]], "nbo_charge": [0.373, -0.620, 0.115, 0.060, -0.860, -0.554, 0.695, -0.745, -0.765, 0.177, 0.207, 0.402, 0.395, 0.422, 0.462, 0.409, 0.428, 0.401]}



3 | {"formula": "C3H10N5", "method": "ωB97M-V/def2-TZVPD", "e_homo_ha": [-0.4552, -0.4552], "total_charge": 1, "smiles": "[H]/N=N/[C@@H](C)N(C)/[NH+]=N/[H]", "orbital_gap_ev": [7.36, 7.36], "symbols": ["H", "N", "N", "C", "C", "N", "C", "N", "N", "H", "H", "H", "H", "H", "H", "H", "H", "H"], "coordinates": [[3.280, 1.063, -1.146], [2.262, 0.850, -1.013], [1.877, -0.171, -0.511], [0.530, -0.655, -0.476], [0.397, -1.838, 0.441], [-0.530, 0.367, -0.041], [-1.732, 0.593, -0.823], [-0.026, 1.207, 0.845], [1.050, 1.019, 1.433], [1.038, 1.431, 2.391], [0.425, -0.937, -1.607], [1.048, -1.917, 1.211], [0.500, -2.751, -0.189], [-0.558, -1.733, 0.819], [-2.280, 1.465, -0.375], [-1.464, 0.620, -1.795], [-2.301, -0.318, -0.491], [-0.763, 1.887, 1.254]], "nbo_charge": [0.364, -0.332, -0.118, 0.038, -0.616, -0.147, -0.400, 0.051, -0.327, 0.388, 0.269, 0.246, 0.248, 0.209, 0.231, 0.234, 0.244, 0.416]}



Of them, 3 has the lowest stability.



1 | {"formula": "C5H7PS", "method": "ωB97M-V/def2-TZVPD", "e_homo_ha": -0.2953, "smiles": "Cc1cscc1P", "orbital_gap_ev": 8.92, "symbols": ["C", "C", "C", "S", "C", "C", "P", "H", "H", "H", "H", "H", "H", "H"], "coordinates": [[0.482, 1.442, 0.399], [0.302, 0.072, 0.899], [0.614, -0.659, 1.967], [0.040, -2.255, 2.102], [-0.695, -2.249, 0.608], [-0.666, -1.130, -0.116], [-1.535, -0.624, -1.603], [-0.168, 2.010, 1.163], [1.543, 1.579, 0.617], [0.223, 1.840, -0.561], [1.316, -0.548, 2.787], [-1.346, -3.120, 0.609], [-1.154, -1.992, -2.120], [-0.310, -0.152, -1.912]], "nbo_charge": [-0.680, 0.038, -0.474, 0.426, -0.492, -0.321, 0.338, 0.235, 0.234, 0.242, 0.235, 0.237, 0.003, -0.021]}



2 | {"formula": "C5H7PS", "method": "ωB97M-V/def2-TZVPD", "e_homo_ha": -0.3049, "orbital_gap_ev": 7.71, "symbols": ["C", "C", "C", "C", "C", "P", "S", "H", "H", "H", "H", "H", "H", "H"], "coordinates": [[1.497, 0.380, -1.153], [2.037, -0.491, -0.084], [0.237, 0.118, -1.509], [1.082, -1.290, 0.518], [-1.697, 0.008, 1.103], [-0.409, -1.130, -0.432], [-1.189, -2.732, -1.153], [2.104, 0.964, -1.799], [2.948, -0.424, 0.448], [-0.414, 0.601, -2.213], [1.092, -2.157, 1.271], [-2.573, -0.620, 1.236], [-0.866, -0.048, 1.831], [-1.992, 0.958, 0.573]], "nbo_charge": [-0.190, -0.195, -0.538, -0.563, -0.759, 1.144, -0.533, 0.225, 0.226, 0.248, 0.266, 0.223, 0.224, 0.223]}



Of them, 1 has the lowest stability.



1 | {"formula": "C3H3Br", "method": "ωB97M-V/def2-TZVPD", "e_homo_ha": [-0.3300, -0.3300], "orbital_gap_ev": [7.97, 7.97], "symbols": ["C", "C", "C", "Br", "H", "H", "H"], "coordinates": [[-0.336, -0.816, 0.876], [1.502, -1.106, -3.008], [0.117, 0.265, 0.670], [-0.035, -2.068, -3.190], [1.297, -0.070, -3.200], [0.671, 1.155, 0.217], [-1.023, -1.696, 1.163]], "nbo_charge": [-0.253, -0.232, -0.260, 0.135, 0.098, 0.254, 0.258]}



2 | {"formula": "C3H3Br", "method": "ωB97M-V/def2-TZVPD", "e_homo_ha": -0.3073, "orbital_gap_ev": 7.45, "symbols": ["C", "C", "C", "Br", "H", "H", "H"], "coordinates": [[0.441, 0.020, -0.159], [1.577, 0.632, -0.229], [-1.801, -1.197, -0.109], [-2.898, 0.250, 0.112], [2.238, 0.573, -1.079], [1.950, 1.259, 0.571], [-1.507, -1.538, 0.894]], "nbo_charge": [0.320, -0.801, -0.288, 0.080, 0.291, 0.293, 0.106]}



Of them, 2 has the lowest stability.



1 | {"formula": "C3H7BO", "method": "ωB97M-V/def2-TZVPD", "e_homo_ha": -0.3639, "orbital_gap_ev": 10.23, "symbols": ["B", "C", "C", "C", "O", "H", "H", "H", "H", "H", "H", "H"], "coordinates": [[-0.079, 0.342, -0.683], [-1.893, 0.069, 0.114], [1.319, 0.649, 0.102], [-0.826, -0.930, 0.023], [-1.393, 1.195, -0.006], [-0.206, 0.464, -1.806], [1.286, 1.767, 0.217], [-2.980, -0.048, 0.082], [1.139, 0.155, 1.050], [2.254, 0.567, -0.346], [-0.398, -0.945, 0.991], [-0.992, -1.942, -0.309]], "nbo_charge": [0.414, 0.477, -0.904, -0.760, -0.476, -0.063, 0.224, 0.161, 0.197, 0.233, 0.253, 0.244]}



2 | {"formula": "C3H7BO", "method": "ωB97M-V/def2-TZVPD", "e_homo_ha": -0.3456, "orbital_gap_ev": 10.14, "symbols": ["B", "C", "C", "C", "O", "H", "H", "H", "H", "H", "H", "H"], "coordinates": [[1.081, -1.259, 2.210], [-1.161, 0.301, -0.809], [-0.771, -0.746, -1.130], [-1.738, 1.576, -0.590], [0.176, -1.024, 1.464], [3.340, -0.494, -0.444], [1.943, -1.512, 2.865], [3.054, -1.190, -0.669], [-0.205, -1.520, -1.420], [-1.680, 1.852, 0.471], [-1.212, 2.440, -1.058], [-2.825, 1.579, -0.890]], "nbo_charge": [0.895, 0.019, -0.231, -0.699, -0.798, 0.001, -0.097, 0.000, 0.208, 0.232, 0.234, 0.237]}



Of them, 2 has the lowest stability.



1 | {"formula": "C3H5ClS", "method": "ωB97M-V/def2-TZVPD", "e_homo_ha": -0.3488, "smiles": "ClC1=CC1.S", "orbital_gap_ev": 10.24, "symbols": ["Cl", "C", "C", "C", "H", "H", "H", "S", "H", "H"], "coordinates": [[0.143, -0.785, 0.611], [-0.535, -0.202, -0.815], [-0.661, -0.289, -2.091], [-1.654, 0.632, -1.397], [-0.289, -0.610, -3.014], [-1.547, 1.789, -1.451], [-2.705, 0.429, -1.302], [2.093, 0.138, 3.408], [3.028, -0.875, 3.913], [2.127, -0.226, 2.137]], "nbo_charge": [0.070, -0.055, -0.193, -0.406, 0.225, 0.173, 0.188, -0.305, 0.165, 0.138]}



2 | {"formula": "C3H5ClS", "method": "ωB97M-V/def2-TZVPD", "e_homo_ha": [-0.2647, -0.2906], "orbital_gap_ev": [7.38, 8.03], "symbols": ["C", "C", "C", "S", "Cl", "H", "H", "H", "H", "H"], "coordinates": [[0.040, 0.821, -0.072], [-1.490, 1.002, -0.014], [1.346, -1.703, 0.079], [1.374, 1.589, -0.180], [2.774, -0.857, -0.025], [-1.796, 0.518, 0.991], [-1.859, 1.938, 0.007], [-1.891, 0.424, -0.786], [0.900, -2.022, -0.807], [0.601, -1.710, 0.806]], "nbo_charge": [-0.209, -0.688, -0.469, 0.220, 0.088, 0.239, 0.212, 0.239, 0.175, 0.193]}



3 | {"formula": "C3H5ClS", "method": "ωB97M-V/def2-TZVPD", "e_homo_ha": -0.3003, "smiles": "CS/C=C/Cl", "orbital_gap_ev": 9.09, "symbols": ["C", "S", "C", "C", "Cl", "H", "H", "H", "H", "H"], "coordinates": [[-1.904, 0.418, 0.102], [-0.652, -0.847, -0.099], [0.869, -0.042, -0.192], [1.985, -0.745, 0.038], [3.558, -0.035, -0.006], [-1.627, 1.343, -0.206], [-2.244, 0.393, 1.132], [-2.815, 0.291, -0.499], [0.747, 1.023, -0.528], [2.084, -1.799, 0.258]], "nbo_charge": [-0.748, 0.266, -0.393, -0.252, -0.012, 0.220, 0.222, 0.233, 0.239, 0.225]}



Of them, 2 has the lowest stability.



1 | {"formula": "C2H9N2", "method": "ωB97M-V/def2-TZVPD", "e_homo_ha": -0.5485, "total_charge": 1, "smiles": "C[C@H](N)[NH3+]", "orbital_gap_ev": 11.41, "symbols": ["C", "C", "N", "N", "H", "H", "H", "H", "H", "H", "H", "H", "H"], "coordinates": [[0.732, -0.823, 0.821], [0.420, 0.315, -0.119], [-0.050, 1.442, 0.467], [-0.702, -0.292, -1.177], [1.047, -1.715, 0.287], [-0.119, -1.059, 1.454], [1.556, -0.520, 1.465], [1.366, 0.532, -0.830], [-0.002, 2.334, 0.013], [-0.575, 1.386, 1.323], [-1.506, -0.629, -0.636], [-0.316, -1.073, -1.715], [-1.020, 0.440, -1.817]], "nbo_charge": [-0.658, 0.158, -0.828, -0.745, 0.235, 0.225, 0.267, 0.227, 0.414, 0.407, 0.430, 0.433, 0.435]}



2 | {"formula": "C2H9N2", "method": "ωB97M-V/def2-TZVPD", "e_homo_ha": -0.5207, "total_charge": 1, "orbital_gap_ev": 4.71, "symbols": ["C", "N", "C", "N", "H", "H", "H", "H", "H", "H", "H", "H", "H"], "coordinates": [[1.053, 0.634, -0.123], [1.299, -0.743, -0.572], [0.152, 0.728, 1.116], [-2.131, -0.518, -0.372], [0.497, 1.252, -0.909], [2.118, 1.447, 0.017], [0.446, -1.400, -0.898], [1.945, -1.392, -0.176], [-0.447, 1.840, 1.487], [0.381, -0.165, 1.720], [-2.872, -1.181, -0.235], [-2.572, 0.081, -1.077], [-0.896, 0.176, 0.718]], "nbo_charge": [-0.292, -0.735, -0.511, -0.458, 0.279, 0.290, 0.409, 0.408, 0.327, 0.276, 0.358, 0.354, 0.295]}



3 | {"formula": "C2H9N2", "method": "ωB97M-V/def2-TZVPD", "e_homo_ha": -0.5465, "total_charge": 1, "orbital_gap_ev": 11.46, "symbols": ["N", "H", "H", "H", "H", "C", "C", "N", "H", "H", "H", "H", "H"], "coordinates": [[-1.639, 1.294, -1.572], [-1.121, -0.552, 1.323], [-2.202, 1.769, -0.867], [-1.183, 1.822, -2.197], [-2.293, 0.618, -2.015], [1.993, -0.803, 0.672], [0.701, -0.998, 0.388], [-0.398, -0.004, 0.864], [2.416, 0.063, 1.216], [2.751, -1.418, 0.068], [0.417, -1.680, -0.457], [-0.764, 0.505, 0.045], [0.070, 0.653, 1.474]], "nbo_charge": [-1.100, 0.443, 0.378, 0.386, 0.392, -0.345, -0.087, -0.723, 0.230, 0.264, 0.252, 0.472, 0.437]}



Of them, 2 has the lowest stability.